<one>
Here is 40 unconnected molecules or ions with the total composition H80O40 from OMol25. Energies are from ωB97M-V/def2-TZVPD.

The geometry in XYZ format:
```
120
Properties=species:S:1:pos:R:3:mulliken_charge:R:1
H 0.814 -3.621 -2.964 0.33
H 0.590 -2.294 -3.759 0.39
O 1.247 -2.793 -3.294 -0.73
H -1.464 5.410 -2.842 0.31
H -2.283 4.693 -3.596 0.31
O -2.262 5.619 -3.331 -0.65
H -5.189 -2.348 2.815 0.32
H -4.530 -3.652 2.299 0.26
O -5.343 -3.262 2.663 -0.61
H 2.855 1.316 2.420 0.02
H 2.353 0.866 1.061 -0.07
O 3.167 0.836 1.621 -0.43
H 1.394 -2.408 6.010 0.34
H 1.247 -0.827 6.223 0.24
O 0.822 -1.665 6.142 -0.57
H 3.951 0.278 4.748 0.36
O 4.274 -0.487 4.306 -0.69
H -1.422 -3.672 -3.115 0.35
O -0.959 -4.500 -2.868 -0.64
H 3.300 2.909 5.133 0.25
H 2.865 2.422 3.694 0.35
O 3.374 2.188 4.549 -0.56
H 1.389 4.245 -4.109 0.31
H 1.395 3.168 -5.146 0.36
O 0.947 4.057 -4.946 -0.60
H 0.196 1.205 1.291 -0.01
H 0.427 1.397 -0.341 0.07
O -0.077 1.624 0.460 -0.09
H 0.314 1.033 -3.652 0.15
H -1.097 1.537 -4.209 0.30
O -0.474 0.778 -4.131 -0.46
H -2.926 -4.395 4.592 0.30
O -2.627 -4.602 3.700 -0.56
H 2.117 -3.731 0.491 0.31
H 2.393 -2.741 1.602 0.19
O 2.439 -3.667 1.360 -0.65
H -5.872 0.814 -3.246 0.32
H -4.912 1.461 -2.453 0.29
O -5.131 1.436 -3.384 -0.66
H 3.636 3.850 -3.942 0.32
H 4.029 2.398 -3.067 0.25
O 4.169 3.274 -3.385 -0.65
H -3.695 0.071 -2.104 0.18
H -3.804 -0.138 -3.674 0.34
O -3.338 -0.375 -2.853 -0.48
H 0.450 -3.984 2.830 0.32
H -0.067 -5.183 2.279 0.31
O -0.060 -4.766 3.141 -0.75
H 3.746 -0.764 0.688 0.31
H 3.744 -2.193 -0.039 0.29
O 3.810 -1.727 0.843 -0.58
H 1.847 3.808 1.678 0.26
O 2.098 3.612 2.601 -0.58
H 0.989 -1.519 -2.272 0.24
H 0.037 -0.472 -1.776 0.01
O 0.907 -0.859 -1.492 -0.08
H 2.703 1.854 -1.759 0.46
O 3.016 1.004 -2.042 -0.44
H -3.332 6.073 -0.792 0.29
H -2.924 4.624 -1.394 0.33
O -3.337 5.106 -0.663 -0.64
H 3.702 -3.476 4.553 0.29
H 3.338 -2.032 4.965 0.41
O 3.127 -2.940 5.114 -0.67
H -3.217 1.960 -4.195 0.26
H -3.159 1.531 -5.805 0.22
O -2.787 1.634 -4.956 -0.56
H 5.867 -0.443 -0.508 0.28
H 6.186 0.481 0.782 0.28
O 5.851 -0.369 0.474 -0.53
H -2.793 -1.969 -0.703 0.35
H -1.478 -1.425 0.131 -0.24
O -2.170 -1.187 -0.498 0.47
H 0.319 -2.791 -0.774 0.20
H -0.965 -3.625 -0.467 0.19
O -0.247 -3.156 -0.049 -0.74
H -2.517 3.352 0.995 0.32
H -3.536 2.416 1.804 0.30
O -2.943 3.143 1.857 -0.61
H 0.753 -2.005 0.974 -0.24
H 1.469 -0.793 1.516 0.00
O 0.710 -1.326 1.639 0.69
H -1.273 2.837 -0.496 0.09
H -2.621 2.557 -0.747 0.31
O -1.971 3.098 -1.115 -0.32
H -1.627 -1.117 -2.872 -0.05
H -1.019 -1.436 -4.222 0.26
O -0.953 -1.698 -3.296 -0.08
H -1.867 -1.345 4.027 0.21
O -2.175 -1.426 4.967 -0.66
H -3.592 0.600 2.761 0.24
H -2.941 -0.473 1.615 0.29
O -3.762 -0.103 2.100 -0.58
H 2.215 4.406 3.148 0.24
H 3.689 -0.690 3.520 0.27
H 2.386 0.286 -2.043 0.21
H -0.966 -5.228 -3.504 0.25
H -1.647 -4.609 3.707 0.43
H -2.437 -2.355 4.935 0.20
O 2.295 3.713 -1.489 -0.48
H 2.946 4.203 -1.027 0.25
H 2.330 3.666 -2.416 0.05
O -3.910 -3.100 -0.133 -0.60
H -4.248 -3.024 0.765 0.20
H -3.569 -4.001 -0.149 0.31
O -1.549 1.116 4.991 -0.58
H -1.178 1.409 5.840 0.29
H -1.717 0.182 5.204 0.47
O 2.754 1.577 -5.136 -0.58
H 2.650 0.902 -5.835 0.25
H 2.981 1.096 -4.299 0.34
O -3.905 0.991 -0.272 -0.77
H -3.091 0.600 -0.610 0.17
H -4.361 0.335 0.301 0.34
O 3.735 -0.853 -4.889 -0.57
H 3.683 -1.788 -4.781 0.28
H 4.583 -0.543 -4.613 0.28
O 1.216 0.263 3.457 -0.02
H 0.637 -0.466 3.568 0.03
H 0.844 1.120 3.594 0.22
```

Its LUMO energy is -0.01931 Ha. The HOMO-LUMO gap comes out at 0.359 hartree.

=====

<two>
Here is 40 unconnected molecules or ions with the total composition H80O40 from OMol25. Energies are from ωB97M-V/def2-TZVPD.

The geometry in XYZ format:
```
120
Properties=species:S:1:pos:R:3:mulliken_charge:R:1
H -0.854 -5.979 1.026 0.29
H -1.254 -5.853 -0.448 0.32
O -1.484 -5.516 0.526 -0.61
H 4.539 4.987 -0.026 0.28
H 3.990 3.805 -0.995 0.24
O 4.183 4.042 -0.176 -0.56
H 3.979 -2.760 4.625 0.30
H 4.757 -1.627 3.813 0.29
O 4.626 -2.504 3.893 -0.63
H -1.428 1.276 3.481 0.22
H -1.513 -0.294 3.137 0.24
O -1.664 0.631 2.814 -0.27
H 0.997 1.767 -3.469 0.20
H 1.815 2.597 -4.503 0.24
O 1.398 2.624 -3.607 -0.52
H -1.813 -1.041 -5.947 0.38
O -2.225 -0.083 -6.096 -0.68
H -1.072 0.708 1.060 -0.02
O -0.307 0.261 0.819 -0.13
H -2.856 3.944 -0.551 0.36
H -3.047 2.727 -1.681 0.24
O -3.508 3.124 -0.877 -0.64
H -3.731 -1.855 -4.574 0.26
H -2.509 -1.806 -3.714 0.49
O -2.755 -2.015 -4.594 -0.74
H 0.386 2.682 2.786 0.16
H -0.327 3.989 3.217 0.19
O -0.014 3.130 3.539 -0.23
H -6.012 -0.655 3.219 0.30
H -5.415 0.615 2.349 0.32
O -5.883 -0.244 2.349 -0.70
H -2.752 2.905 -4.516 0.30
O -3.182 2.116 -4.457 -0.57
H -4.072 -1.953 -2.357 0.27
H -3.037 -2.506 -1.287 0.08
O -3.067 -2.012 -2.024 -0.46
H 2.767 1.132 -2.052 0.09
H 3.933 0.645 -2.895 0.25
O 3.770 1.193 -2.098 -0.59
H -0.451 -0.362 -3.311 -0.02
H 0.864 -0.852 -3.781 0.42
O 0.187 -0.028 -3.920 -0.44
H 1.743 4.442 -3.706 0.43
H 1.474 4.399 -2.304 0.25
O 1.942 4.990 -2.948 -0.65
H -2.754 4.855 1.239 0.26
H -1.840 5.833 1.290 0.34
O -1.805 4.841 1.070 -0.62
H 2.917 -3.722 -1.433 0.29
H 3.907 -4.723 -1.197 0.35
O 3.515 -4.292 -1.912 -0.68
H -1.093 2.620 5.061 0.21
O -0.547 1.855 5.469 -0.59
H -1.489 5.725 -2.722 0.23
H -0.247 5.970 -1.891 0.31
O -1.027 5.325 -2.010 -0.52
H 4.628 -1.963 -0.885 0.29
O 5.460 -1.627 -1.131 -0.65
H 0.091 -3.327 2.657 0.22
H -0.046 -4.729 3.140 0.28
O 0.340 -4.188 2.362 -0.49
H -0.619 -4.748 -2.403 0.34
H -2.285 -4.877 -2.756 0.23
O -1.488 -4.814 -2.279 -0.55
H -3.553 2.865 1.243 0.23
H -2.333 1.976 1.739 0.44
O -3.155 2.299 2.028 -0.53
H 0.673 2.797 -0.294 0.08
H 1.586 2.252 0.729 -0.01
O 1.406 3.047 0.417 -0.18
H -5.400 -0.663 0.762 0.40
H -4.598 0.636 -0.030 0.24
O -4.814 -0.424 -0.090 -0.59
H 1.848 -0.383 5.644 0.26
H 2.187 -1.490 4.656 0.34
O 2.211 -1.331 5.524 -0.59
H 0.696 -4.414 -0.089 0.23
H -0.686 -3.871 -0.456 0.21
O 0.201 -3.792 -0.725 -0.53
H -2.069 -2.686 3.715 0.34
H -3.031 -1.976 2.901 0.15
O -2.078 -2.206 2.906 -0.52
H 1.575 -1.852 0.200 -0.05
H 2.548 -0.573 0.476 -0.07
O 2.428 -1.545 0.348 0.07
H -2.243 -0.053 -2.043 0.14
H -1.129 0.996 -1.779 0.21
O -1.419 -0.004 -1.554 -0.59
H -2.421 -4.807 2.774 0.31
O -3.202 -4.499 3.122 -0.64
H -2.150 5.020 3.006 0.28
H -3.047 4.598 4.004 0.31
O -2.097 4.665 3.925 -0.61
H -0.646 1.861 6.378 0.23
H -3.148 -0.309 -5.961 0.28
H 5.815 -1.213 -0.275 0.32
H -0.466 -0.556 0.361 -0.13
H -2.788 1.410 -4.834 0.35
H -4.012 -4.201 2.686 0.30
O 3.749 -3.827 1.422 -0.49
H 3.066 -4.338 1.241 0.26
H 3.972 -3.365 2.131 0.27
O 2.633 1.707 4.570 -0.66
H 2.301 1.127 5.204 0.19
H 1.722 1.800 4.025 0.37
O 3.842 1.288 0.831 -0.48
H 3.788 2.274 1.360 0.16
H 4.637 1.083 0.376 0.20
O 1.061 -5.785 -2.697 -0.60
H 1.033 -5.715 -3.646 0.28
H 1.960 -5.800 -2.338 0.31
O 1.846 -0.875 -6.168 -0.63
H 1.365 0.008 -5.922 0.35
H 1.326 -1.472 -6.700 0.29
O 1.375 0.385 -1.231 2.13
H 0.454 0.480 -0.894 -0.88
H 1.588 -0.559 -1.258 -0.01
O 2.809 4.030 2.472 -0.52
H 3.347 4.005 1.637 0.33
H 2.707 3.174 2.761 0.26
```

Its LUMO energy is -0.02101 Ha. The HOMO-LUMO gap comes out at 0.341 hartree.

=====

<three>
Here is 40 unconnected molecules or ions with the total composition H80O40 from OMol25. Energies are from ωB97M-V/def2-TZVPD.

The geometry in XYZ format:
```
120
Properties=species:S:1:pos:R:3:mulliken_charge:R:1
H 5.415 3.225 -1.891 0.29
H 4.484 2.181 -1.460 0.31
O 4.903 2.461 -2.282 -0.55
H -2.764 0.483 5.440 0.31
H -4.136 0.797 4.960 0.32
O -3.629 0.683 5.759 -0.62
H 0.287 4.407 -2.445 0.36
H -0.174 5.237 -0.966 0.21
O 0.264 4.595 -1.451 -0.58
H 1.060 1.846 0.290 0.01
H 0.995 0.656 1.235 -0.45
O 1.616 1.227 0.774 1.26
H 0.113 2.566 -2.698 0.66
H 0.459 1.073 -2.736 0.05
O 0.610 1.939 -2.141 -0.40
H -2.839 -0.874 -1.747 0.58
O -3.490 -1.558 -2.114 -0.95
H 1.941 3.714 3.365 0.20
O 1.704 2.975 2.769 -0.35
H -1.729 0.810 -1.746 0.32
H -1.170 -0.092 -0.588 0.00
O -1.493 -0.112 -1.582 -0.53
H -0.929 3.275 -0.474 0.39
H -0.437 1.917 -0.726 -0.26
O -1.166 2.340 -0.113 -0.30
H 1.375 -3.699 2.745 0.43
H 1.165 -2.401 1.946 -0.09
O 0.676 -2.929 2.690 -0.71
H -0.981 4.270 1.528 -0.11
H -1.759 5.488 2.019 0.31
O -1.146 5.177 1.364 -0.65
H 1.146 -5.234 -2.462 0.25
O 0.634 -4.538 -1.960 -0.62
H 4.527 2.185 -4.397 0.30
H 3.588 1.466 -5.070 0.26
O 3.608 2.330 -4.667 -0.57
H 0.277 1.607 5.599 0.40
H -0.156 2.381 4.424 0.13
O -0.114 2.417 5.368 -0.68
H -4.936 -3.246 -0.126 0.35
H -3.882 -2.615 -0.738 0.41
O -3.996 -3.353 -0.120 -0.61
H 2.286 -0.792 -3.757 0.34
H 2.696 0.477 -3.358 0.31
O 3.005 -0.220 -4.062 -0.72
H 2.052 1.598 4.288 0.49
H 0.929 0.651 3.977 0.24
O 1.753 0.685 4.549 -0.70
H 0.930 -6.028 1.938 0.28
H -0.107 -5.998 2.872 0.26
O 0.592 -5.360 2.612 -0.55
H -5.239 -0.016 0.425 0.25
O -5.555 -0.994 0.499 -0.67
H 1.398 -1.262 -2.185 0.06
H 2.797 -1.404 -1.419 0.27
O 1.841 -1.340 -1.355 -0.15
H 0.435 -2.748 -3.249 0.35
O 0.881 -1.976 -3.700 -0.71
H -4.103 1.029 -4.608 0.29
H -4.199 -0.395 -3.788 0.34
O -3.641 0.124 -4.420 -0.66
H -3.178 -0.563 1.640 0.15
H -2.621 0.851 1.250 -0.22
O -3.328 0.182 1.085 0.08
H -0.908 2.834 1.611 -0.47
H 0.352 2.301 2.605 -0.19
O -0.573 2.136 2.216 1.27
H 1.230 -4.406 0.155 0.03
H 2.218 -3.253 0.006 0.40
O 2.083 -4.161 0.467 -0.72
H -5.362 1.187 0.965 0.36
H -4.452 2.328 0.740 0.26
O -5.322 2.159 0.999 -0.68
H 0.920 4.215 -4.574 0.35
H 1.532 3.179 -3.903 0.17
O 0.674 3.632 -3.870 -0.84
H -2.714 3.537 2.904 0.42
H -2.474 2.578 2.133 0.09
O -3.308 2.892 2.612 -0.58
H -2.069 -0.224 -4.629 0.39
H -1.336 -0.050 -5.992 0.28
O -1.239 -0.339 -5.090 -0.78
H 2.878 -0.107 2.681 0.22
H 3.157 -1.583 2.161 0.29
O 3.491 -0.701 2.253 -0.60
H -1.803 -6.184 -0.140 0.41
H -2.046 -5.053 0.822 0.16
O -1.803 -5.993 0.885 -0.68
H 0.002 1.090 -5.153 0.37
O 0.591 1.784 -5.381 -0.58
H 4.648 3.365 0.390 0.25
H 4.744 2.057 1.319 0.33
O 5.201 2.705 0.848 -0.66
H -4.977 -1.483 1.045 0.34
H -2.897 -1.990 -2.755 0.29
H 0.027 -1.645 -4.040 0.34
H 2.190 2.868 1.920 0.14
H 1.282 -4.233 -1.129 0.36
H 1.518 1.474 -5.489 0.37
O -2.257 -5.424 -1.376 -0.67
H -1.733 -5.268 -2.145 0.27
H -2.823 -4.652 -1.418 0.28
O 2.695 4.409 -0.345 -0.43
H 1.902 4.472 -0.887 0.30
H 2.932 5.294 -0.182 0.25
O -0.462 -2.991 0.329 0.95
H -0.417 -3.748 -0.159 -0.27
H -0.042 -3.033 1.203 0.18
O 5.111 -1.000 -0.596 -0.61
H 4.367 -0.445 -0.316 0.26
H 5.958 -0.902 -0.242 0.26
O -0.066 -0.326 2.647 -0.36
H -0.653 0.419 2.551 0.02
H -0.721 -0.967 3.045 0.16
O -2.620 -2.592 2.920 -0.55
H -3.340 -3.191 2.650 0.27
H -1.937 -3.231 3.141 0.23
O 3.364 -1.823 5.032 -0.63
H 2.673 -2.489 5.034 0.31
H 3.068 -1.005 4.708 0.34
```

Its LUMO energy is -0.02164 Ha. The HOMO-LUMO gap comes out at 0.359 hartree.

=====

<four>
Here is 40 unconnected molecules or ions with the total composition H80O40 from OMol25. Energies are from ωB97M-V/def2-TZVPD.

The geometry in XYZ format:
```
120
Properties=species:S:1:pos:R:3:mulliken_charge:R:1
H -4.478 -3.087 1.289 0.25
H -5.594 -2.274 0.343 0.27
O -4.962 -2.302 1.048 -0.57
H 4.287 -1.749 3.478 0.29
H 4.789 -0.966 4.842 0.29
O 4.484 -1.763 4.415 -0.62
H 2.652 5.049 0.502 0.25
H 1.196 4.995 -0.175 0.27
O 1.729 5.293 0.589 -0.56
H -2.072 6.323 0.596 0.31
H -1.012 5.302 0.988 0.28
O -1.152 6.251 0.870 -0.61
H -3.342 -0.774 -2.244 0.22
H -3.995 -0.943 -0.907 0.27
O -4.186 -0.617 -1.799 -0.57
H -4.092 1.101 -4.343 0.30
O -4.561 1.934 -4.299 -0.63
H 0.409 3.521 -5.201 0.29
O -0.370 3.873 -5.635 -0.62
H 3.722 -3.206 -2.263 0.27
H 3.940 -1.914 -3.179 0.23
O 3.322 -2.580 -2.875 -0.51
H -6.203 1.516 -0.413 0.33
H -5.617 0.369 -1.169 0.34
O -6.338 1.013 -1.228 -0.61
H 0.324 3.507 2.646 0.21
H 0.292 3.210 1.152 0.04
O -0.189 3.043 1.962 -0.29
H -1.995 2.080 1.160 -0.01
H -2.587 2.931 2.162 0.36
O -2.861 2.191 1.593 -0.63
H -1.434 -3.889 -4.075 0.35
O -2.057 -3.751 -4.804 -0.69
H 6.362 -2.328 1.222 0.29
H 7.031 -1.024 0.693 0.28
O 6.234 -1.532 0.707 -0.56
H 2.119 -2.094 5.455 0.32
H 0.898 -2.955 5.205 0.32
O 1.165 -2.035 5.325 -0.64
H 1.418 -4.330 -1.061 0.24
H 1.417 -2.977 -1.926 0.06
O 0.889 -3.650 -1.489 -0.19
H 5.957 1.297 -2.271 0.29
H 6.143 1.159 -0.724 0.30
O 6.574 1.154 -1.577 -0.62
H -0.957 -0.205 -0.343 0.04
H 0.263 0.752 -0.564 -0.34
O -0.517 0.606 -0.058 0.76
H 1.303 -1.346 2.032 0.17
H 1.737 -2.045 3.192 0.23
O 2.128 -1.419 2.553 -0.22
H 0.516 4.178 -1.691 0.26
O 1.225 4.722 -2.046 -0.48
H -2.792 2.599 -0.293 0.36
H -3.380 1.197 -0.549 0.11
O -2.823 1.884 -0.908 -0.31
H -0.723 -1.120 -3.161 0.25
O -1.670 -1.352 -2.988 -0.23
H 2.361 0.083 -0.568 0.03
H 2.723 0.850 -1.646 -0.01
O 2.013 0.201 -1.469 0.11
H 0.542 5.925 3.468 0.26
H 0.760 5.784 1.923 0.36
O 0.967 5.383 2.796 -0.60
H 2.404 2.034 2.783 0.19
H 1.521 0.997 2.145 0.14
O 2.362 1.453 2.015 -0.30
H 3.764 -5.382 -0.099 0.30
H 2.982 -4.162 -0.255 0.28
O 3.225 -4.946 -0.755 -0.64
H -2.259 -0.054 6.585 0.27
H -3.019 -0.079 5.141 0.29
O -2.490 0.406 5.778 -0.59
H 2.776 -4.605 2.519 0.27
H 1.746 -5.373 1.578 0.26
O 2.648 -5.110 1.717 -0.54
H -2.116 -4.780 -0.026 0.29
H -3.643 -4.852 0.058 0.30
O -2.845 -4.945 0.583 -0.64
H 0.814 1.482 -3.206 0.25
H -0.368 1.931 -2.400 0.12
O -0.077 1.828 -3.289 -0.49
H -5.309 0.242 2.845 0.36
H -4.582 -1.001 2.376 0.33
O -4.960 -0.591 3.176 -0.62
H -1.201 -2.669 -1.142 0.04
H -0.203 -2.593 0.059 0.29
O -1.123 -2.492 -0.196 -0.32
H 3.935 3.744 -3.081 0.29
O 4.276 4.210 -2.309 -0.59
H 3.138 0.822 -4.000 0.22
H 4.248 1.445 -4.420 0.29
O 4.082 0.745 -3.778 -0.51
H 0.839 5.281 -2.715 0.24
H -5.208 1.846 -3.589 0.32
H -1.803 -1.782 -3.851 0.16
H -1.057 3.605 -5.014 0.34
H -2.708 -4.450 -4.754 0.29
H 3.418 4.419 -1.920 0.25
O 0.924 -1.696 -3.495 -0.65
H 1.193 -2.583 -3.706 0.28
H 1.432 -1.125 -2.918 0.14
O -5.483 2.662 2.228 -0.69
H -4.949 2.774 3.030 0.34
H -4.796 2.484 1.566 0.43
O 3.502 2.250 -0.122 -0.28
H 3.925 2.044 0.719 0.19
H 3.234 3.149 0.088 0.05
O -3.506 2.216 4.305 -0.59
H -3.127 2.609 5.082 0.23
H -3.130 1.609 3.677 0.35
O -0.663 -1.538 2.075 -0.40
H -1.498 -1.990 1.921 0.26
H -0.664 -0.925 1.322 -0.06
O 0.299 -4.511 3.590 -0.64
H -0.334 -3.794 3.458 0.29
H -0.116 -5.236 3.112 0.29
O -0.823 -5.277 -2.913 -0.66
H -0.101 -4.652 -2.737 0.38
H -0.458 -6.144 -3.108 0.26
```

Its LUMO energy is -0.03000 Ha. The HOMO-LUMO gap comes out at 0.358 hartree.

=====

Which structure is the least stable? The one labeled <two>.

=====

<one>
Here is 2 unconnected molecules or ions with the total composition C4H2F2 from OMol25. Energies are from ωB97M-V/def2-TZVPD.

The geometry in XYZ format:
```
8
Properties=species:S:1:pos:R:3:mulliken_charge:R:1
C -4.488 0.109 -0.584 -0.03
C -4.416 0.637 0.449 0.03
C 0.318 -0.760 -0.096 -0.55
C -0.935 -1.094 0.013 0.48
F -1.770 -1.113 -1.024 -0.20
F -1.618 -1.424 1.126 -0.21
H 1.089 -0.824 0.676 0.29
H 0.656 -0.629 -1.235 0.20
```

Its LUMO energy is -0.16543 Ha. The HOMO-LUMO gap comes out at 0.214 hartree.

=====

<two>
Here is 2 unconnected molecules or ions with the total composition C4H2F2 from OMol25. Energies are from ωB97M-V/def2-TZVPD.

The geometry in XYZ format:
```
8
Properties=species:S:1:pos:R:3:mulliken_charge:R:1
C 0.584 0.436 2.041 -0.13
C 0.240 0.355 0.833 0.29
C 0.359 0.508 -0.761 -0.41
C -0.731 -0.113 -0.068 0.36
F 0.151 -2.566 0.237 -0.60
F -1.975 0.102 -0.197 -0.11
H 0.126 1.417 -1.183 0.33
H 1.245 -0.138 -0.902 0.28
```

Its LUMO energy (alpha / beta) is -0.11884 / -0.12033 Ha. The HOMO-LUMO gap (alpha / beta) comes out at 0.261 / 0.248 hartree.

=====

Which structure is the least stable? The one labeled <one>.